(1)
C16H24InO4 as an isolated structure. Source: the Open Molecules 2025 dataset; level of theory: the ωB97M-V functional and the def2-TZVPD basis.

The geometry in XYZ format:
```
45
Properties=species:S:1:pos:R:3:forces:R:3:nbo_charge:R:1
C 4.734 -0.228 2.692 0.10 0.04 0.66 -0.29
O 4.937 1.024 2.061 -0.30 -0.57 -0.96 -0.18
C 4.148 1.297 0.985 -0.04 1.16 0.54 -0.04
C 4.228 0.086 -0.110 -0.83 -1.15 -1.02 -0.34
C 3.863 0.621 -1.498 0.45 -0.17 -0.22 -0.40
C 3.170 -0.561 -2.299 -1.66 -0.12 1.23 -0.35
C 1.667 -0.674 -1.847 0.57 -0.71 -0.14 -0.45
C 1.171 -2.148 -1.868 0.80 0.25 -0.18 -0.07
O -0.200 -2.202 -2.333 -0.86 1.31 0.24 -0.48
C -1.138 -1.809 -1.460 0.98 -1.91 0.71 1.02
O -1.287 -2.396 -0.401 -0.49 1.04 -0.49 -0.63
O -1.970 -0.809 -1.866 0.58 -0.42 -0.31 -0.51
C -1.760 0.444 -1.215 -0.82 1.23 0.33 -0.14
C -2.947 0.683 -0.291 1.55 -0.73 -0.33 0.18
C -3.035 -0.159 0.873 -0.64 -0.14 1.22 -0.23
C -4.104 -0.051 1.768 0.97 0.22 -0.81 -0.30
C -5.062 0.923 1.518 -1.01 -0.22 1.15 0.15
C -6.198 1.070 2.515 1.52 0.37 -0.61 -0.65
C -4.941 1.748 0.354 -0.32 0.72 -0.44 -0.04
C -3.895 1.639 -0.551 -0.45 0.06 0.39 -0.25
H 5.429 -0.949 2.213 -0.09 0.12 0.13 0.28
H 5.063 -0.126 3.734 0.03 0.06 -0.23 0.28
H 3.699 -0.580 2.626 0.18 0.14 -0.13 0.21
H 3.076 1.338 1.282 0.14 -0.50 -0.16 0.26
H 4.394 2.266 0.543 0.47 -0.25 0.20 0.26
H 5.195 -0.427 -0.084 0.08 0.54 0.19 0.27
H 3.477 -0.646 0.214 0.17 0.22 0.14 0.22
H 4.757 0.891 -2.068 -0.12 0.32 0.34 0.27
H 3.176 1.473 -1.443 0.09 -0.16 -0.19 0.23
H 3.633 -1.527 -2.068 0.35 0.31 -0.40 0.22
H 3.152 -0.341 -3.372 0.66 -0.04 0.17 0.27
H 1.063 -0.080 -2.544 0.02 0.01 0.33 0.24
H 1.575 -0.317 -0.811 -0.21 0.23 -0.29 0.18
H 1.313 -2.608 -0.883 -0.45 -0.05 -0.17 0.20
H 1.738 -2.754 -2.581 -0.29 0.17 -0.04 0.23
H -0.824 0.520 -0.648 -0.08 -0.40 -0.09 0.22
H -1.740 1.255 -1.954 0.06 -0.46 -0.15 0.24
H -2.273 -0.905 1.112 0.17 0.41 -0.37 0.27
H -4.160 -0.714 2.630 -0.03 0.29 0.01 0.26
H -7.076 0.527 2.140 -0.14 0.31 0.18 0.29
H -5.845 0.651 3.462 -0.44 -0.04 -0.10 0.25
H -6.373 2.143 2.654 -0.55 -0.24 -0.05 0.28
H -5.692 2.516 0.166 0.01 -0.21 0.20 0.27
H -3.821 2.288 -1.420 -0.09 -0.10 0.14 0.28
In -4.317 -2.393 0.073 -0.08 -0.93 -0.61 1.03
```
Positions in Å, forces in eV/Å.

The value obtained for the HOMO-LUMO gap is 1.70 eV. The charge is +3.

---

(2)
C14H46BaF3O12 as an isolated structure. Source: the Open Molecules 2025 dataset; level of theory: the ωB97M-V functional and the def2-TZVPD basis.

The geometry in XYZ format:
```
76
Properties=species:S:1:pos:R:3:forces:R:3:lowdin_charge:R:1
Ba -0.214 3.675 -5.323 -0.20 -0.30 0.84 1.69
C 0.402 -0.033 0.137 -0.46 1.67 -3.15 -0.38
O -0.568 0.834 0.754 -0.17 -0.95 0.88 -0.12
O 0.621 0.535 -1.184 0.35 -1.62 3.17 -0.25
C 1.652 -0.367 1.061 0.95 0.64 -1.12 -0.57
F 2.391 -1.436 0.612 -0.82 0.57 -0.37 0.10
F 2.532 0.619 1.257 0.36 0.94 -1.02 0.13
F 1.313 -0.665 2.284 -1.56 -1.04 1.64 0.16
C -1.498 0.285 1.733 0.73 1.92 0.99 -0.25
C -2.680 1.261 1.872 -0.41 -0.61 -0.34 -0.08
H -2.512 2.331 1.999 0.89 -0.11 -0.22 0.07
H -3.326 1.150 1.002 -0.22 0.06 0.03 0.06
H -3.244 1.015 2.772 -0.18 -0.38 -0.08 0.07
H -1.016 0.269 2.710 0.37 0.00 0.07 0.10
H -1.851 -0.741 1.631 0.07 -0.07 -0.99 0.12
H -0.088 -1.000 0.023 -0.01 -0.54 -0.10 0.13
C 4.316 5.170 4.826 0.11 0.70 -1.54 -0.21
O 5.013 4.614 5.858 0.79 -0.81 2.47 -0.11
H 3.456 5.778 5.107 -0.23 -0.61 0.49 0.08
H 4.987 5.901 4.376 -0.09 0.04 -0.95 0.07
H 4.080 4.318 4.188 -0.69 0.68 -0.83 0.08
H 5.599 3.968 5.457 0.11 -0.01 0.35 0.08
C -4.254 -1.181 -3.781 1.02 0.57 0.26 -0.14
O -3.701 -0.595 -4.986 0.37 -0.07 0.67 -0.15
H -5.235 -0.754 -3.574 -0.11 -0.59 -0.04 0.08
H -4.100 -2.247 -3.614 -0.90 -0.44 -1.18 0.08
H -3.592 -0.920 -2.955 0.08 1.08 -0.12 0.07
H -4.080 -0.912 -5.809 -0.39 -0.44 0.37 0.07
C 7.789 -5.964 3.119 0.61 1.16 0.55 -0.13
O 8.399 -5.634 4.415 -1.17 -0.66 -0.83 -0.14
H 7.756 -7.032 2.905 0.45 0.08 -0.05 0.07
H 6.767 -5.606 2.997 -0.10 0.08 0.88 0.07
H 8.345 -5.333 2.426 0.14 -0.70 -0.66 0.07
H 9.122 -6.257 4.514 0.06 0.04 0.12 0.06
C -5.738 4.172 -4.312 -1.45 -0.43 0.25 -0.17
O -4.651 5.003 -4.607 1.15 0.14 -0.36 -0.14
H -6.636 4.789 -4.288 -0.20 -0.27 0.24 0.09
H -5.932 3.388 -5.044 0.40 0.20 -0.49 0.08
H -5.640 3.625 -3.374 0.23 0.36 0.29 0.08
H -4.950 5.914 -4.549 0.10 -0.07 0.02 0.08
C -1.577 -6.961 -0.719 0.63 0.47 -0.02 -0.17
O -0.682 -7.874 -0.089 -0.60 -0.01 0.25 -0.12
H -2.414 -6.719 -0.064 0.00 -0.55 0.13 0.07
H -1.100 -5.996 -0.886 0.21 0.11 -0.16 0.07
H -1.943 -7.320 -1.681 -0.09 -0.19 0.02 0.07
H 0.211 -7.802 -0.436 -0.15 0.20 -0.21 0.07
C -0.454 6.251 0.239 0.41 -0.12 0.59 -0.16
O -0.708 5.350 -0.821 -0.07 -0.22 -0.96 -0.15
H -0.218 5.703 1.151 -0.36 0.06 0.16 0.09
H 0.437 6.853 0.062 -0.04 0.14 -0.37 0.07
H -1.316 6.903 0.376 0.05 -0.07 0.10 0.08
H -0.562 4.442 -0.548 0.06 0.01 0.31 0.07
C 7.370 -0.280 -2.633 -1.09 -0.41 -0.02 -0.14
O 6.322 0.358 -3.385 0.46 0.45 -0.25 -0.15
H 8.275 0.288 -2.845 -0.09 -0.26 0.11 0.08
H 7.171 -0.354 -1.564 -0.04 0.68 0.16 0.07
H 7.446 -1.333 -2.905 0.38 0.01 -0.52 0.07
H 5.417 0.147 -3.143 0.33 -0.47 0.55 0.07
C -1.456 -5.198 5.092 -0.53 0.07 -0.84 -0.17
O -0.835 -6.303 4.445 0.01 -0.19 0.66 -0.12
H -2.459 -5.052 4.690 -0.19 0.16 -0.22 0.07
H -1.647 -5.370 6.151 0.71 -0.26 -0.04 0.08
H -0.885 -4.290 4.901 0.04 0.14 0.42 0.07
H -0.806 -6.136 3.500 -0.04 0.06 0.02 0.07
C 1.671 -3.863 -5.495 0.46 -0.40 1.70 -0.17
O 2.596 -4.942 -5.372 0.05 0.15 -1.44 -0.12
H 1.238 -3.973 -4.500 -0.88 0.88 -0.29 0.08
H 2.217 -2.922 -5.558 -0.12 0.24 -0.04 0.07
H 0.947 -3.934 -6.307 -0.04 -0.30 0.04 0.07
H 3.016 -4.956 -6.235 0.53 -0.57 0.03 0.07
C -7.378 6.959 2.261 -0.15 0.34 -0.39 -0.16
O -7.658 8.189 1.583 0.01 0.28 0.66 -0.13
H -8.111 6.217 1.944 0.18 -0.29 0.07 0.07
H -6.356 6.604 2.135 0.04 -0.04 -0.35 0.07
H -7.485 7.117 3.334 -0.24 0.26 -0.12 0.08
H -7.317 8.259 0.688 0.16 -0.55 0.14 0.07
```
Positions in Å, forces in eV/Å.

The relative energy (zero: lowest compared OMol25 entry of this formula, charge and spin) is 147.3 kcal per mole. The value obtained for the HOMO-LUMO gap is 2.59 eV. The charge is +1.

---

(3)
A 2-piece molecular cluster, C2H3N2S2 overall. Source: the Open Molecules 2025 dataset; level of theory: the ωB97M-V functional and the def2-TZVPD basis.

The geometry in XYZ format:
```
9
Properties=species:S:1:pos:R:3:forces:R:3:nbo_charge:R:1
C -1.391 0.566 -0.639 1.38 1.99 0.34 0.14
C 2.597 -0.179 0.457 0.33 0.04 -0.64 0.20
N 1.585 0.170 1.020 -0.17 0.30 -2.75 -0.76
N -2.346 -0.235 -0.653 -3.27 -2.56 -0.14 -0.75
S 3.787 -0.533 -0.441 0.63 -0.26 -0.31 0.21
S -0.187 1.453 -0.449 -0.56 -0.26 -0.26 0.62
H 1.512 0.091 1.959 -0.55 -0.18 3.76 0.41
H -3.396 -0.110 -0.788 1.98 0.70 -0.05 0.48
H -2.160 -1.224 -0.466 0.24 0.22 0.06 0.46
```
Positions in Å, forces in eV/Å.

The relative energy (zero: lowest compared OMol25 entry of this formula, charge and spin) is 30.6 kcal per mole. The value obtained for the HOMO-LUMO gap is 7.64 eV. The charge is +1.

---

(4)
C5H5N as an isolated structure. Source: the Open Molecules 2025 dataset; level of theory: the ωB97M-V functional and the def2-TZVPD basis.

The geometry in XYZ format:
```
11
Properties=species:S:1:pos:R:3:forces:R:3:nbo_charge:R:1
C 0.731 0.906 -0.216 1.92 -3.39 0.46 0.22
C -1.363 0.203 -0.396 -3.32 0.70 -1.39 -0.38
C 1.221 -1.019 0.082 -0.30 -0.07 -1.19 -0.25
C -0.469 1.053 0.469 -0.27 -0.02 -0.72 -0.17
C -0.062 -0.360 -0.222 -1.03 1.97 0.82 -0.05
N 1.916 0.263 0.003 0.75 2.22 0.55 -0.48
H -2.381 -0.138 -0.034 1.50 0.02 0.06 0.22
H -1.491 0.702 -1.362 -0.43 -0.41 -0.06 0.20
H 1.192 -1.454 1.083 0.80 -0.44 -0.26 0.23
H 1.436 -1.600 -0.828 0.27 -0.63 0.84 0.24
H -0.729 1.443 1.421 0.11 0.05 0.88 0.23
```
Positions in Å, forces in eV/Å.

The relative energy (zero: lowest compared OMol25 entry of this formula, charge and spin) is 161.7 kcal per mole. The value obtained for the HOMO-LUMO gap (alpha / beta) is 8.35 / 8.35 eV.

---

Which DFT total energy belongs to each record? In order, -1113.85574; -1788.27885; -983.57443; -248.01736 Eh.